# C39H45N4O3PS

A cluster of 2 separate species, C39H45N4O3PS in total in a non-equilibrium geometry (the ωB97M-V functional and the def2-TZVPD basis, the Open Molecules 2025 dataset).

Each line ends with the Löwdin charge.
Element x y z (Å)
C (6.45223, 1.65945, -4.88538)  -0.0597
O (6.09187, 0.53107, -4.07520)  -0.0909
C (4.82470, 0.06172, -3.96601)  -0.2615
C (4.66208, -1.05295, -3.10750)  -0.0023
C (3.41487, -1.59150, -2.88522)  -0.0226
C (2.26585, -1.04363, -3.50660)  -0.2096
C (0.90460, -1.55014, -3.30168)  -0.1371
N (-0.09130, -1.05265, -3.96070)  -0.0444
S (-1.69385, -1.65001, -3.82360)  0.6596
C (-2.63774, -0.60412, -4.94310)  -0.2702
C (-3.27382, 0.54050, -4.44576)  -0.0488
C (-4.10780, 1.29531, -5.27006)  -0.0370
C (-4.32333, 0.93253, -6.60101)  -0.2779
C (-5.25013, 1.74721, -7.44613)  -0.0559
C (-3.67238, -0.19992, -7.10001)  -0.0338
C (-2.84094, -0.96738, -6.28308)  -0.0469
O (-1.74790, -2.98458, -4.37185)  -0.3073
O (-2.18420, -1.38020, -2.48779)  -0.3259
C (2.44455, 0.03835, -4.37720)  -0.0241
C (3.69270, 0.60139, -4.61532)  -0.0024
H (7.52663, 1.73211, -4.72109)  0.0910
H (6.24921, 1.48478, -5.94767)  0.0939
H (5.96127, 2.58047, -4.55247)  0.0944
H (5.55996, -1.44353, -2.64220)  0.1185
H (3.31180, -2.45383, -2.23210)  0.1148
H (0.81522, -2.36889, -2.56480)  0.1277
H (-3.11491, 0.83071, -3.41109)  0.1076
H (-4.60828, 2.18254, -4.87124)  0.1194
H (-5.31944, 1.33958, -8.45340)  0.0730
H (-6.26070, 1.76326, -7.02596)  0.0858
H (-4.92197, 2.78757, -7.53097)  0.0847
H (-3.82740, -0.48730, -8.14368)  0.1146
H (-2.34605, -1.85264, -6.67387)  0.1137
H (1.55912, 0.43274, -4.87418)  0.1129
H (3.79473, 1.44894, -5.29018)  0.1066
C (5.57665, 1.54361, 4.58380)  -0.0766
N (4.56831, 2.21777, 3.79923)  -0.2215
C (4.50034, 3.64358, 4.02563)  -0.0728
C (3.65785, 1.53514, 3.02246)  -0.2394
C (3.11730, 2.11594, 1.84086)  -0.0316
C (2.26014, 1.37977, 1.03629)  -0.1196
C (1.67709, 0.17768, 1.50670)  -0.3943
P (0.21925, -0.48810, 0.57326)  1.0700
C (-0.30017, -1.89632, 1.65316)  -0.3888
C (-1.19215, -1.75989, 2.73591)  -0.0724
C (-1.23002, -2.72594, 3.73558)  -0.0240
C (-0.64432, -3.99771, 3.52421)  -0.2366
N (-0.74562, -4.98444, 4.47995)  -0.2199
C (-0.93936, -6.37264, 4.13435)  -0.0708
C (-0.95221, -4.68958, 5.88150)  -0.0770
C (0.03369, -4.22872, 2.29265)  -0.0317
C (0.25049, -3.17989, 1.40895)  -0.1123
C (-1.06998, 0.76948, 0.98312)  -0.3904
C (-2.27378, 0.78494, 0.23375)  -0.0934
C (-3.35522, 1.55214, 0.64201)  -0.0248
C (-3.30337, 2.27222, 1.87311)  -0.2352
N (-4.40579, 2.93305, 2.36974)  -0.2182
C (-4.53647, 3.27745, 3.77062)  -0.0781
C (-5.33026, 3.63654, 1.51225)  -0.0718
C (-2.07527, 2.30274, 2.57559)  -0.0318
C (-0.94923, 1.67623, 2.05592)  -0.0874
C (2.24716, -0.42662, 2.64573)  -0.0794
C (3.25060, 0.22033, 3.36221)  -0.0293
H (5.62799, 0.49234, 4.29110)  0.0788
H (6.55728, 2.00914, 4.41033)  0.0872
H (5.35447, 1.60731, 5.65835)  0.0881
H (3.62695, 4.06362, 3.52049)  0.0799
H (4.41687, 3.85219, 5.10242)  0.0856
H (5.40308, 4.15473, 3.66263)  0.0866
H (3.41537, 3.12517, 1.55470)  0.1031
H (2.01262, 1.75273, 0.04234)  0.1046
H (-1.84051, -0.89046, 2.81611)  0.1009
H (-1.75235, -2.52150, 4.67064)  0.1005
H (-0.85756, -6.50588, 3.05343)  0.0755
H (-0.19149, -7.00291, 4.63218)  0.0871
H (-1.93544, -6.71877, 4.44996)  0.0885
H (-0.64138, -3.66203, 6.08743)  0.0818
H (-2.00506, -4.80616, 6.17931)  0.0894
H (-0.34733, -5.37503, 6.49009)  0.0868
H (0.43076, -5.22427, 2.08467)  0.1002
H (0.84988, -3.34988, 0.51339)  0.0944
H (-2.35215, 0.18674, -0.67686)  0.0760
H (-4.27668, 1.56509, 0.05438)  0.1014
H (-3.90316, 2.62081, 4.37245)  0.0810
H (-4.25155, 4.32255, 3.96611)  0.0894
H (-5.58151, 3.14633, 4.08091)  0.0871
H (-5.10876, 3.42596, 0.46414)  0.0745
H (-6.36266, 3.33638, 1.73106)  0.0873
H (-5.25833, 4.72338, 1.67215)  0.0873
H (-2.00080, 2.85609, 3.51185)  0.0987
H (0.01925, 1.88020, 2.50552)  0.0989
H (1.90130, -1.40053, 2.98817)  0.0992
H (3.68601, -0.25911, 4.24006)  0.0993

Its multiplicity is 1. The calculation puts the HOMO-LUMO gap at 6.879 eV. Its net charge is 0. Its SMILES is CN(C)c1ccc(P(c2ccc(N(C)C)cc2)c2ccc(N(C)C)cc2)cc1.COc1ccc(/C=N/S(=O)(=O)c2ccc(C)cc2)cc1. As for the max |F|: 1.0 eV/A. The total energy comes out at -73397.554 eV.

# C39H45N4ORhTe

A structure of composition C39H45N4ORhTe in a non-equilibrium geometry (the ωB97M-V functional and the def2-TZVPD basis, the Open Molecules 2025 dataset).

Each line ends with the Löwdin charge.
Element x y z (Å)
Rh (-0.21201, 0.63757, -0.12860)  0.9316
C (-2.98181, 1.41647, 1.06300)  -0.1438
C (-3.62011, 1.34357, -0.33010)  -0.0788
C (-3.25321, 0.13097, -1.14950)  -0.2393
C (-4.25401, -0.52533, -1.86320)  0.0178
C (-3.93931, -1.62583, -2.64040)  -0.0080
C (-2.62381, -2.06073, -2.67660)  -0.0144
C (-1.69251, -1.36813, -1.93110)  -0.1174
N (-1.99361, -0.29793, -1.20060)  0.0421
N (-1.63591, 1.99397, 1.10470)  -0.1953
C (-1.07771, 1.90567, 2.45380)  -0.1187
C (0.42759, 2.02307, 2.46500)  -0.2348
C (1.10879, 2.22247, 3.65990)  0.0290
C (2.48949, 2.32137, 3.64130)  0.0001
C (3.14819, 2.26957, 2.41980)  -0.0234
C (2.39419, 2.06927, 1.27760)  -0.1330
N (1.07249, 1.91947, 1.29790)  0.0449
C (-1.58581, 3.37777, 0.63160)  -0.0957
C (-1.31271, 3.50917, -0.84570)  -0.2556
C (-1.58011, 4.71157, -1.49570)  0.0158
C (-1.37031, 4.80367, -2.85820)  -0.0054
C (-0.90801, 3.68147, -3.53580)  -0.0136
C (-0.63141, 2.53967, -2.80620)  -0.1385
N (-0.81541, 2.45787, -1.49160)  0.0365
H (-2.91231, 0.40017, 1.45680)  0.1081
H (-3.65001, 1.99307, 1.72180)  0.1487
H (-3.38421, 2.24387, -0.90290)  0.1161
H (-4.70351, 1.32767, -0.19400)  0.1323
H (-5.27111, -0.17383, -1.80560)  0.1276
H (-4.70591, -2.14083, -3.19570)  0.1268
H (-2.32831, -2.91773, -3.25790)  0.1222
H (-0.65681, -1.68533, -1.90400)  0.0790
H (-1.34911, 0.93587, 2.87790)  0.1114
H (-1.49651, 2.68487, 3.10570)  0.1557
H (0.55709, 2.29557, 4.58500)  0.1351
H (3.04119, 2.45047, 4.56030)  0.1299
H (4.21969, 2.37777, 2.36220)  0.1265
H (2.86359, 2.04197, 0.29920)  0.0797
H (-0.77391, 3.89187, 1.15660)  0.1441
H (-2.52151, 3.90257, 0.87230)  0.1550
H (-1.95141, 5.55237, -0.93270)  0.1326
H (-1.57911, 5.72257, -3.38500)  0.1293
H (-0.76851, 3.69627, -4.60350)  0.1222
H (-0.27131, 1.64307, -3.30130)  0.0818
C (-2.98401, -1.01073, 4.61410)  -0.0523
C (-2.60141, -1.94773, 3.46220)  -0.3874
C (-3.37761, -3.26253, 3.60090)  -0.0559
C (-1.12061, -2.19633, 3.44290)  -0.1371
C (-0.51961, -2.93313, 4.43820)  -0.0385
C (0.84059, -3.21413, 4.41690)  -0.0623
C (1.63099, -2.76973, 3.35830)  -0.0405
C (1.09049, -2.03713, 2.33070)  -0.1497
C (1.89129, -1.66043, 1.11870)  -0.4385
C (1.87079, -2.82033, 0.11510)  -0.0554
C (3.32509, -1.24583, 1.42250)  -0.0703
C (-0.30821, -1.66293, 2.36190)  -0.2989
O (-0.81481, -0.86553, 1.51540)  -0.1380
H (-4.04881, -0.79503, 4.57530)  0.0812
H (-2.43371, -0.07233, 4.56740)  0.0609
H (-2.77101, -1.47613, 5.57250)  0.0852
H (-2.87831, -1.48183, 2.51080)  0.1069
H (-3.26701, -3.67923, 4.59760)  0.0785
H (-3.02921, -3.99863, 2.88170)  0.0867
H (-4.43641, -3.08453, 3.43240)  0.0801
H (-1.12151, -3.31833, 5.24550)  0.1162
H (1.28159, -3.81513, 5.19650)  0.1046
H (2.67839, -3.02743, 3.34680)  0.1132
H (1.35259, -0.79793, 0.65460)  0.0016
H (2.37559, -3.68903, 0.53070)  0.0973
H (2.39139, -2.53593, -0.80190)  0.0419
H (0.84839, -3.10303, -0.12790)  0.0834
H (3.92819, -2.10793, 1.69920)  0.0874
H (3.35839, -0.52383, 2.23500)  0.0717
H (3.78189, -0.79303, 0.53960)  0.0499
C (1.53489, -1.18033, -3.45930)  -0.3582
Te (1.97359, 0.23287, -1.87530)  1.5049
C (2.82449, 1.28097, -3.58500)  -0.3332
C (3.39679, 0.15527, -4.39320)  -0.3113
C (4.53689, 0.29917, -5.16530)  -0.0181
C (5.00019, -0.77023, -5.91750)  -0.0472
C (4.33129, -1.98063, -5.89550)  -0.0468
C (3.20589, -2.13933, -5.10240)  -0.0182
C (2.73669, -1.07363, -4.35170)  -0.3059
H (0.62279, -0.88743, -3.98750)  0.0716
H (1.41589, -2.18723, -3.06330)  0.0621
H (3.58099, 1.99587, -3.26850)  0.0714
H (2.03849, 1.81047, -4.12990)  0.0632
H (5.06419, 1.23987, -5.18400)  0.1217
H (5.89569, -0.66243, -6.50670)  0.1163
H (4.69679, -2.81283, -6.47580)  0.1171
H (2.70049, -3.09353, -5.06910)  0.1224

Its multiplicity is 1. The calculation puts the HOMO-LUMO gap (alpha / beta) at 3.673 / 3.892 eV. Its net charge is +2. As for the max |F|: 4.8 eV/A. The total energy comes out at -59468.160 eV.